Record 1
Molecular formula: C33H44O37S
Method: DFT, ωB97M-V with the def2-TZVPD basis set

Last column: Mulliken charge in e.
Cartesian coordinates (Å):
S  0.74  -0.49  -0.20  1.053
O  0.86  0.62  0.72  -0.766
O  0.95  0.08  -1.50  -0.734
O  1.70  -1.58  0.06  -0.773
O  -0.59  -1.05  -0.04  -0.776
C  0.14  -7.21  -0.84  -0.230
C  0.21  -7.00  -2.33  -0.256
O  -0.91  -7.70  -2.80  -0.355
C  -1.52  -8.36  -1.86  0.715
O  -2.50  -8.97  -2.02  -0.541
O  -0.92  -8.19  -0.69  -0.351
H  -0.23  -6.24  -0.50  0.257
H  1.06  -7.47  -0.31  0.289
H  1.09  -7.36  -2.86  0.232
H  0.07  -5.95  -2.60  0.241
C  -0.30  -4.09  5.70  -0.245
C  1.12  -3.98  6.02  -0.294
O  1.35  -4.99  7.00  -0.287
C  0.37  -5.79  7.01  0.685
O  0.24  -6.75  7.79  -0.598
O  -0.67  -5.25  6.25  -0.322
H  -0.52  -3.96  4.64  0.339
H  -0.78  -3.26  6.22  0.205
H  1.34  -2.96  6.34  0.254
H  1.73  -4.07  5.12  0.263
C  7.23  -3.94  -1.97  -0.272
C  7.48  -2.48  -1.93  -0.248
O  8.47  -2.37  -2.90  -0.326
C  8.95  -3.53  -3.35  0.723
O  9.81  -3.65  -4.26  -0.606
O  8.38  -4.49  -2.67  -0.326
H  6.31  -4.04  -2.56  0.248
H  7.14  -4.38  -0.98  0.281
H  7.91  -2.17  -0.98  0.230
H  6.57  -1.91  -2.11  0.294
C  -4.44  4.70  -2.89  -0.162
C  -3.06  5.13  -2.58  -0.353
O  -3.21  6.41  -2.06  -0.326
C  -4.47  6.70  -1.82  0.703
O  -4.91  7.76  -1.43  -0.564
O  -5.25  5.65  -2.28  -0.341
H  -4.46  3.80  -2.27  0.255
H  -4.60  4.59  -3.96  0.287
H  -2.34  5.14  -3.40  0.247
H  -2.61  4.52  -1.80  0.253
C  1.14  7.13  4.92  -0.328
C  0.77  7.11  3.47  -0.220
O  -0.08  8.17  3.36  -0.304
C  -0.27  8.74  4.56  0.687
O  -1.01  9.69  4.77  -0.583
O  0.51  8.22  5.47  -0.317
H  2.22  7.05  5.02  0.280
H  0.66  6.29  5.44  0.255
H  0.24  6.17  3.34  0.247
H  1.65  7.26  2.84  0.283
C  1.62  1.10  -8.19  -0.221
C  2.65  -0.05  -8.01  -0.271
O  2.92  -0.48  -9.32  -0.309
C  1.99  -0.08  -10.18  0.686
O  1.95  -0.33  -11.38  -0.555
O  1.16  0.87  -9.53  -0.345
H  2.21  2.01  -8.27  0.219
H  0.72  1.12  -7.57  0.278
H  2.29  -0.82  -7.33  0.275
H  3.57  0.35  -7.57  0.242
C  -4.49  -2.12  -4.68  -0.329
C  -5.04  -3.45  -4.05  -0.251
O  -6.38  -3.06  -3.71  -0.325
C  -6.61  -1.75  -4.20  0.676
O  -7.62  -1.05  -4.02  -0.582
O  -5.62  -1.35  -4.95  -0.294
H  -4.00  -2.42  -5.60  0.249
H  -3.75  -1.64  -4.03  0.321
H  -4.56  -3.70  -3.10  0.277
H  -5.09  -4.20  -4.84  0.256
C  5.75  1.07  4.02  -0.327
C  5.00  1.56  5.22  -0.239
O  5.69  2.81  5.39  -0.347
C  6.75  2.94  4.65  0.744
O  7.59  3.83  4.77  -0.617
O  6.83  1.90  3.83  -0.320
H  5.10  1.14  3.14  0.362
H  6.13  0.09  4.32  0.238
H  5.19  0.93  6.09  0.243
H  3.96  1.74  4.97  0.262
C  -4.67  3.34  4.34  -0.292
C  -5.44  2.16  3.88  -0.299
O  -6.32  1.88  4.94  -0.302
C  -6.44  2.99  5.65  0.678
O  -7.23  3.27  6.50  -0.559
O  -5.52  3.85  5.28  -0.319
H  -4.49  4.05  3.53  0.284
H  -3.72  3.00  4.76  0.237
H  -4.72  1.36  3.67  0.329
H  -5.87  2.50  2.94  0.244
C  5.36  4.67  -3.18  -0.168
C  5.08  4.69  -1.69  -0.289
O  5.99  5.54  -1.15  -0.309
C  6.80  6.00  -2.09  0.706
O  7.76  6.73  -1.87  -0.581
O  6.40  5.57  -3.29  -0.337
H  4.47  4.97  -3.74  0.245
H  5.72  3.71  -3.56  0.226
H  5.32  3.74  -1.21  0.237
H  4.06  4.93  -1.43  0.269
C  -7.16  -4.38  2.44  -0.256
C  -7.09  -5.83  2.34  -0.214
O  -8.42  -6.22  2.07  -0.334
C  -9.22  -5.17  1.79  0.665
O  -10.43  -5.25  1.58  -0.533
O  -8.50  -4.04  2.20  -0.330
H  -6.36  -3.90  1.87  0.293
H  -7.01  -4.09  3.48  0.217
H  -6.63  -6.29  3.22  0.263
H  -6.40  -6.05  1.53  0.229

Properties
- Energy above the lowest of the compared OMol25 structures with the same formula, charge and spin: 263.48 kcal per mole
- LUMO level: 0.10212 Ha
- Charge: -2
- Spin multiplicity: 1
- Frontier orbital gap: 3.76 eV
- Electronic energy: -4465.8965 a.u.
- Highest occupied orbital energy: -1.0 eV



Record 2
Molecular formula: C33H45AsIrNS4
Method: DFT, ωB97M-V with the def2-TZVPD basis set

Last column: Löwdin spin population.
Cartesian coordinates (Å):
Ir  -0.61  1.82  0.99  1.362
C  -4.10  1.10  3.70  0.002
C  -4.56  2.14  2.68  0.024
S  -3.46  2.36  1.25  0.115
C  -3.14  4.13  1.37  0.017
C  -2.08  4.49  2.40  0.027
S  -0.43  3.95  1.92  0.171
C  2.40  2.80  2.75  0.711
C  1.71  2.00  3.77  0.112
S  0.57  0.76  3.09  0.021
C  -0.20  0.23  4.66  0.004
C  -1.69  0.00  4.58  0.002
S  -2.55  1.58  4.50  0.002
H  -3.95  0.14  3.22  0.000
H  -4.89  0.97  4.45  0.000
H  -4.68  3.11  3.16  0.001
H  -5.54  1.85  2.30  0.003
H  -4.09  4.62  1.58  0.002
H  -2.82  4.44  0.37  0.008
H  -2.34  4.09  3.38  0.003
H  -2.01  5.57  2.48  0.001
H  2.80  3.77  3.03  0.037
H  2.76  2.37  1.83  0.042
H  1.14  2.63  4.45  0.007
H  2.44  1.43  4.37  0.033
H  0.04  0.97  5.42  0.000
H  0.30  -0.71  4.94  0.000
H  -2.00  -0.57  5.45  0.000
H  -1.93  -0.59  3.69  0.001
C  -1.08  2.65  -0.75  0.713
H  -1.26  2.06  -1.64  0.055
H  -0.98  3.72  -0.89  0.056
C  -0.22  0.62  -7.01  0.000
C  0.03  0.51  -5.53  0.002
C  1.26  0.83  -4.98  0.000
C  1.49  0.73  -3.61  0.004
C  2.86  1.12  -3.10  0.004
C  0.47  0.28  -2.76  0.029
As  1.03  0.26  -0.88  0.098
N  -0.44  -0.02  0.21  0.187
C  -1.18  -1.17  0.50  0.004
C  -2.43  -1.03  1.13  0.027
C  -3.21  -2.14  1.42  -0.003
C  -2.78  -3.42  1.11  0.031
C  -1.54  -3.57  0.50  -0.003
C  -0.76  -2.46  0.19  0.026
C  2.20  -1.35  -0.76  0.033
C  3.17  -1.30  0.25  0.001
C  3.39  -0.12  1.16  0.001
C  4.03  -2.38  0.45  0.000
C  4.00  -3.50  -0.35  0.000
C  4.94  -4.65  -0.15  0.000
C  3.05  -3.53  -1.38  0.002
C  2.16  -2.49  -1.60  0.005
C  1.19  -2.70  -2.74  0.001
C  -0.80  -0.01  -3.29  0.005
C  -1.98  -0.49  -2.49  0.003
C  -0.98  0.10  -4.66  0.001
H  0.69  0.88  -7.54  0.000
H  -0.97  1.39  -7.22  0.000
H  -0.60  -0.32  -7.41  0.000
H  2.06  1.18  -5.62  0.000
H  3.50  1.42  -3.94  0.000
H  3.36  0.29  -2.59  0.001
H  2.81  1.95  -2.40  0.001
H  -2.77  -0.03  1.34  0.002
H  -4.18  -1.99  1.89  -0.001
H  -3.39  -4.28  1.34  0.002
H  -1.17  -4.55  0.25  -0.001
H  0.21  -2.61  -0.26  0.001
H  2.74  0.71  0.94  -0.001
H  4.42  0.22  1.06  0.000
H  3.23  -0.40  2.21  0.000
H  4.77  -2.32  1.25  0.000
H  5.48  -4.56  0.79  0.000
H  5.67  -4.70  -0.95  0.000
H  4.40  -5.60  -0.14  0.000
H  3.00  -4.40  -2.02  0.000
H  1.20  -3.74  -3.04  0.000
H  1.47  -2.10  -3.61  0.000
H  0.17  -2.43  -2.49  0.000
H  -2.06  -0.02  -1.52  0.002
H  -1.93  -1.57  -2.32  0.000
H  -2.90  -0.29  -3.04  0.000
H  -1.96  -0.13  -5.07  0.000

Properties
- LUMO level (spin up / spin down): 0.01788 / -0.03727 Ha
- Spin multiplicity: 5
- Frontier orbital gap (spin up / spin down): 7.20 / 6.01 eV
- Electronic energy: -5271.8989 a.u.
- Highest occupied orbital energy (spin up / spin down): -6.7 / -7.0 eV



Record 3
Molecular formula: C33H45IrN2PS2
Method: DFT, ωB97M-V with the def2-TZVPD basis set

Last column: Löwdin spin population.
Cartesian coordinates (Å):
Ir  -0.01  1.25  -0.15  0.131
C  -2.43  -0.06  -4.95  0.003
C  -1.51  0.86  -4.12  0.004
C  -0.20  1.14  -4.87  0.002
C  -1.28  0.22  -2.78  0.043
C  -1.88  0.75  -1.64  0.038
C  -1.86  0.05  -0.40  -0.001
C  -3.04  0.24  0.56  0.000
C  -4.11  -0.77  0.12  0.000
C  -3.65  1.65  0.55  0.000
C  -0.96  -1.03  -0.26  -0.006
C  -0.36  -1.62  -1.47  0.013
C  -0.56  -1.00  -2.67  -0.006
C  0.43  -2.91  -1.42  0.002
C  1.79  -2.79  -2.14  0.001
C  -0.38  -4.04  -2.07  0.001
C  -0.82  -1.69  1.07  -0.001
C  -1.41  -2.94  1.25  0.000
C  -1.31  -3.60  2.46  0.000
C  -0.61  -3.02  3.51  0.000
C  -0.03  -1.77  3.35  0.000
C  -0.13  -1.09  2.13  0.001
P  0.75  0.50  1.91  -0.008
C  0.20  1.74  3.17  -0.002
C  -1.19  2.17  2.70  0.001
C  1.14  2.95  3.10  -0.001
C  0.12  1.21  4.61  -0.001
C  2.58  0.09  1.98  -0.002
C  2.76  -1.18  1.14  0.000
C  3.06  -0.16  3.42  -0.001
C  3.40  1.23  1.37  0.000
H  -2.73  0.46  -5.86  0.000
H  -3.33  -0.33  -4.40  0.000
H  -1.91  -0.98  -5.24  0.000
H  -2.02  1.80  -3.96  0.000
H  0.40  0.25  -5.00  0.000
H  0.40  1.90  -4.35  0.000
H  -0.43  1.53  -5.86  0.000
H  -2.57  1.58  -1.76  -0.001
H  -2.72  -0.02  1.56  0.000
H  -4.38  -0.62  -0.92  0.000
H  -5.01  -0.64  0.73  0.000
H  -3.77  -1.80  0.25  0.000
H  -4.25  1.81  -0.35  0.000
H  -2.91  2.45  0.59  0.000
H  -4.31  1.77  1.40  0.000
H  -0.15  -1.45  -3.56  0.000
H  0.61  -3.17  -0.38  0.000
H  1.67  -2.81  -3.22  0.000
H  2.41  -3.64  -1.86  0.000
H  2.33  -1.88  -1.86  0.000
H  -0.73  -3.75  -3.07  0.000
H  -1.26  -4.31  -1.48  0.000
H  0.24  -4.93  -2.18  0.000
H  -1.96  -3.39  0.43  0.000
H  -1.79  -4.56  2.59  0.000
H  -0.52  -3.53  4.46  0.000
H  0.52  -1.35  4.17  0.000
H  -1.15  2.56  1.67  0.000
H  -1.56  2.98  3.34  0.000
H  -1.91  1.35  2.75  0.000
H  1.27  3.31  2.08  0.000
H  2.12  2.74  3.53  0.000
H  0.69  3.76  3.68  0.000
H  -0.69  0.49  4.73  0.000
H  -0.11  2.06  5.25  0.000
H  1.05  0.77  4.96  0.000
H  2.33  -2.06  1.63  0.000
H  3.83  -1.36  1.00  0.000
H  2.31  -1.08  0.15  0.000
H  2.53  -0.97  3.91  0.000
H  3.01  0.74  4.03  0.000
H  4.11  -0.45  3.36  0.000
H  3.12  1.42  0.34  0.000
H  4.45  0.93  1.38  0.000
H  3.32  2.16  1.93  0.000
S  0.77  3.31  -0.84  0.131
C  1.85  2.51  -1.83  -0.027
S  1.66  0.84  -1.66  0.078
C  2.80  3.12  -2.68  0.259
C  2.87  4.53  -2.78  0.021
N  2.92  5.68  -2.84  0.156
C  3.68  2.30  -3.43  0.022
N  4.39  1.60  -4.00  0.150

Properties
- Energy above the lowest of the compared OMol25 structures with the same formula, charge and spin: 13.78 kcal per mole
- LUMO level (spin up / spin down): -0.29884 / -0.34273 Ha
- Charge: +2
- Spin multiplicity: 2
- Frontier orbital gap (spin up / spin down): 6.56 / 5.52 eV
- Electronic energy: -2635.4691 a.u.
- Highest occupied orbital energy (spin up / spin down): -14.7 / -14.9 eV



Which formula does entry 1 have?
C33H44O37S



spin multiplicity of number 1 (C33H44O37S)?
1



The lowest electronic energy belongs to which entry?
C33H45AsIrNS4